Computed, not measured: a cluster of 15 separate species, C95H196F21N12O17S7 in total in a non-equilibrium geometry, with ωB97M-V with the def2-TZVPD basis set.

Summary:
Energy relative to the best compared isomer or geometry (same formula, charge and spin), kcal/mol: 169.3
Energy, eV: -287245.4375
Molecular weight, g/mol: 2402.1
Charge: +5

Cartesian coordinates (Å):
C  6.875  -29.821  -1.010
C  8.329  -29.686  -0.421
C  9.372  -30.652  -0.970
C  8.898  -32.106  -0.832
N  9.867  -33.205  -1.396
C  9.439  -34.598  -0.891
C  10.678  -35.410  -1.175
C  11.965  -34.517  -0.988
C  11.313  -33.119  -0.851
C  9.904  -33.120  -2.952
H  6.440  -30.817  -0.927
H  6.856  -29.568  -2.070
H  6.109  -29.227  -0.513
H  8.383  -29.630  0.666
H  8.678  -28.689  -0.690
H  10.397  -30.502  -0.633
H  9.435  -30.419  -2.033
H  7.970  -32.319  -1.364
H  8.892  -32.395  0.219
H  8.554  -34.946  -1.424
H  9.224  -34.566  0.177
H  10.699  -35.669  -2.234
H  10.827  -36.361  -0.664
H  12.707  -34.736  -1.756
H  12.498  -34.781  -0.074
H  11.857  -32.298  -1.318
H  11.142  -32.810  0.180
H  9.990  -32.052  -3.153
H  9.035  -33.700  -3.265
H  10.813  -33.620  -3.286
C  0.296  -36.090  0.027
C  -0.313  -35.265  1.207
C  0.250  -35.607  2.619
C  -0.528  -34.857  3.686
N  -0.051  -35.056  5.131
C  1.399  -34.896  5.558
C  1.883  -36.291  6.158
C  0.917  -37.234  5.617
C  -0.423  -36.543  5.640
C  -1.005  -34.193  6.038
H  0.391  -37.171  0.129
H  1.345  -35.873  -0.177
H  -0.096  -35.888  -0.970
H  -1.391  -35.426  1.184
H  -0.028  -34.232  1.013
H  1.340  -35.595  2.601
H  0.086  -36.677  2.751
H  -1.600  -35.051  3.645
H  -0.568  -33.780  3.528
H  1.558  -33.992  6.146
H  1.809  -34.828  4.551
H  1.846  -36.353  7.245
H  2.838  -36.511  5.681
H  0.933  -38.167  6.181
H  1.168  -37.580  4.614
H  -0.928  -36.488  6.605
H  -1.121  -36.927  4.896
H  -2.005  -34.602  5.893
H  -0.951  -33.178  5.645
H  -0.664  -34.149  7.072
C  9.762  -36.647  -5.166
C  8.430  -37.341  -4.888
C  8.386  -37.957  -3.473
C  7.100  -38.707  -3.087
N  6.922  -39.088  -1.550
C  7.293  -37.937  -0.568
C  8.725  -38.301  -0.181
C  8.552  -39.746  0.114
C  7.863  -40.252  -1.095
C  5.396  -39.481  -1.365
H  9.830  -36.145  -6.130
H  10.523  -37.428  -5.148
H  10.012  -35.837  -4.481
H  8.219  -38.178  -5.554
H  7.646  -36.595  -5.016
H  8.508  -37.151  -2.750
H  9.240  -38.571  -3.187
H  7.070  -39.627  -3.671
H  6.258  -38.050  -3.307
H  6.683  -37.903  0.335
H  7.220  -36.929  -0.977
H  8.957  -37.720  0.711
H  9.468  -38.212  -0.973
H  8.017  -40.150  0.973
H  9.555  -40.173  0.107
H  7.180  -41.073  -0.877
H  8.525  -40.509  -1.922
H  4.865  -38.530  -1.419
H  5.151  -40.144  -0.536
H  5.172  -40.102  -2.233
C  -2.435  -27.057  0.725
C  -2.839  -27.331  -0.754
C  -2.799  -28.839  -1.229
C  -1.250  -29.381  -1.273
N  -1.168  -30.764  -1.980
C  0.291  -31.224  -1.844
C  0.411  -32.104  -3.102
C  -0.439  -31.525  -4.284
C  -1.451  -30.683  -3.555
C  -2.211  -31.834  -1.345
H  -2.301  -25.990  0.902
H  -1.396  -27.370  0.833
H  -3.005  -27.494  1.545
H  -2.105  -26.745  -1.306
H  -3.833  -26.958  -1.002
H  -3.339  -29.012  -2.160
H  -3.308  -29.354  -0.414
H  -0.991  -29.537  -0.226
H  -0.542  -28.685  -1.722
H  0.522  -31.651  -0.869
H  0.865  -30.339  -2.120
H  0.253  -33.174  -2.970
H  1.459  -32.008  -3.385
H  -0.964  -32.318  -4.816
H  0.191  -30.893  -4.910
H  -2.510  -30.838  -3.761
H  -1.202  -29.675  -3.887
H  -3.197  -31.556  -1.717
H  -2.140  -31.849  -0.257
H  -1.973  -32.783  -1.825
C  4.828  -29.294  6.854
C  4.494  -27.931  6.231
C  4.984  -27.779  4.718
C  6.571  -27.636  4.543
N  7.037  -26.866  3.265
C  8.555  -27.102  3.092
C  9.071  -25.778  2.414
C  8.350  -24.697  3.226
C  6.991  -25.318  3.505
C  6.354  -27.310  1.996
H  4.468  -30.151  6.285
H  4.490  -29.378  7.886
H  5.912  -29.235  6.954
H  4.898  -27.037  6.707
H  3.416  -27.774  6.285
H  4.487  -26.897  4.313
H  4.560  -28.521  4.042
H  7.005  -28.635  4.527
H  7.085  -27.120  5.354
H  8.669  -28.016  2.508
H  8.948  -27.310  4.087
H  8.755  -25.733  1.372
H  10.161  -25.752  2.406
H  8.321  -23.728  2.728
H  8.699  -24.482  4.236
H  6.208  -24.909  2.867
H  6.637  -25.112  4.515
H  5.339  -26.920  2.072
H  6.372  -28.400  2.020
H  6.775  -26.953  1.056
C  4.861  -34.056  6.832
C  5.328  -35.533  6.981
C  6.740  -35.546  7.444
C  7.506  -36.839  7.160
N  8.966  -36.805  7.680
C  9.597  -35.678  6.796
C  11.096  -36.113  6.674
C  10.930  -37.690  6.454
C  9.733  -38.136  7.301
C  9.122  -36.357  9.202
H  4.883  -33.637  7.839
H  3.796  -34.007  6.606
H  5.393  -33.354  6.190
H  5.280  -36.014  6.004
H  4.659  -36.231  7.485
H  6.770  -35.300  8.506
H  7.181  -34.684  6.945
H  7.446  -37.197  6.132
H  6.893  -37.532  7.736
H  9.410  -34.678  7.188
H  9.111  -35.710  5.822
H  11.636  -35.874  7.590
H  11.690  -35.733  5.843
H  11.735  -38.420  6.540
H  10.585  -37.759  5.422
H  10.041  -38.589  8.244
H  9.091  -38.865  6.808
H  8.434  -35.552  9.458
H  10.138  -35.973  9.298
H  8.954  -37.316  9.694
C  5.470  -25.551  -3.611
C  5.018  -26.083  -2.195
C  3.805  -25.269  -1.617
C  3.054  -25.867  -0.455
N  1.819  -25.149  0.167
C  2.350  -24.017  1.075
C  2.781  -24.765  2.348
C  1.906  -26.011  2.425
C  1.130  -26.120  1.120
C  0.817  -24.695  -0.884
H  6.501  -25.796  -3.867
H  5.272  -24.502  -3.830
H  4.806  -26.080  -4.295
H  5.866  -26.252  -1.531
H  4.634  -27.089  -2.363
H  3.121  -25.145  -2.456
H  4.115  -24.271  -1.307
H  3.747  -26.200  0.318
H  2.721  -26.842  -0.812
H  1.543  -23.373  1.426
H  3.027  -23.366  0.522
H  2.706  -24.169  3.257
H  3.762  -25.238  2.312
H  1.133  -25.993  3.194
H  2.391  -26.987  2.431
H  0.124  -25.715  1.231
H  1.113  -27.099  0.640
H  0.032  -24.197  -0.316
H  0.362  -25.568  -1.351
H  1.223  -23.986  -1.606
C  6.411  -34.255  -8.549
C  7.195  -33.670  -7.340
C  6.896  -32.198  -7.008
C  5.326  -31.907  -6.867
N  4.978  -30.468  -6.402
C  5.609  -30.220  -4.993
C  4.741  -29.194  -4.201
C  3.355  -29.283  -4.843
C  3.453  -30.234  -6.085
C  5.454  -29.406  -7.392
H  6.554  -35.324  -8.708
H  6.693  -33.710  -9.449
H  5.362  -34.028  -8.362
H  8.254  -33.839  -7.532
H  7.020  -34.357  -6.512
H  7.476  -31.632  -7.736
H  7.332  -31.922  -6.048
H  4.840  -32.689  -6.283
H  4.827  -31.951  -7.834
H  6.644  -29.884  -5.046
H  5.464  -31.143  -4.432
H  5.311  -28.279  -4.360
H  4.729  -29.407  -3.132
H  2.996  -28.277  -5.058
H  2.603  -29.704  -4.175
H  2.955  -30.065  -7.040
H  3.090  -31.216  -5.779
H  5.127  -28.512  -6.861
H  4.778  -29.503  -8.242
H  6.525  -29.492  -7.573
C  10.923  -35.627  2.568
C  12.063  -36.508  2.995
C  12.406  -37.628  1.939
N  13.173  -38.907  2.372
C  12.286  -39.719  3.306
C  14.576  -38.532  2.932
C  15.441  -39.757  2.861
C  14.834  -40.610  1.701
C  13.622  -39.821  1.244
H  10.789  -34.803  3.269
H  9.951  -36.102  2.433
H  11.260  -35.165  1.639
H  11.778  -36.889  3.975
H  13.011  -35.970  3.026
H  12.906  -37.169  1.086
H  11.432  -38.008  1.628
H  12.922  -40.487  3.746
H  11.514  -40.127  2.654
H  11.865  -39.090  4.091
H  14.393  -38.215  3.959
H  14.940  -37.693  2.338
H  15.301  -40.134  3.874
H  16.488  -39.532  2.656
H  14.527  -41.575  2.106
H  15.558  -40.786  0.905
H  12.784  -40.419  0.887
H  13.899  -39.093  0.480
C  2.846  -29.652  0.619
C  3.878  -30.533  1.307
C  3.547  -32.096  1.324
N  4.559  -32.998  2.015
C  4.711  -32.756  3.520
C  5.934  -33.053  1.370
C  6.515  -34.443  1.641
C  5.341  -35.283  2.147
C  4.116  -34.406  1.756
H  2.846  -29.741  -0.467
H  3.164  -28.639  0.863
H  1.820  -29.752  0.974
H  3.971  -30.346  2.377
H  4.843  -30.347  0.836
H  3.568  -32.466  0.299
H  2.578  -32.289  1.782
H  3.697  -32.815  3.918
H  5.228  -31.803  3.633
H  5.346  -33.522  3.965
H  6.585  -32.235  1.679
H  5.622  -33.010  0.327
H  7.351  -34.411  2.339
H  6.842  -34.868  0.692
H  5.397  -35.470  3.220
H  5.182  -36.252  1.674
H  3.238  -34.748  2.304
H  3.921  -34.579  0.698
C  8.203  -31.877  5.458
F  7.506  -30.951  6.028
F  9.310  -32.073  6.159
F  7.579  -32.998  5.281
S  8.685  -31.198  3.692
O  7.422  -30.569  3.212
O  9.714  -30.173  4.041
O  9.143  -32.357  2.896
C  3.827  -35.107  -3.530
F  4.235  -36.426  -3.606
F  3.570  -34.633  -4.760
F  2.695  -35.047  -2.764
S  5.193  -33.881  -2.844
O  5.871  -34.626  -1.799
O  6.039  -33.506  -3.991
O  4.506  -32.718  -2.210
C  1.616  -25.327  -5.504
F  2.833  -25.894  -5.785
F  1.912  -24.396  -4.634
F  1.126  -24.743  -6.631
S  0.374  -26.580  -4.578
O  -0.901  -25.844  -4.397
O  0.340  -27.726  -5.505
O  0.959  -26.911  -3.281
C  6.869  -40.523  4.049
F  7.616  -40.909  2.997
F  5.959  -41.460  4.407
F  7.750  -40.292  5.022
S  5.966  -38.862  3.540
O  5.359  -38.444  4.813
O  7.038  -37.962  3.047
N  4.899  -39.426  2.227
S  3.534  -38.996  2.684
O  2.853  -39.871  3.657
O  3.342  -37.540  3.034
C  2.465  -39.204  1.040
F  2.677  -38.188  0.152
F  2.889  -40.291  0.406
F  1.118  -39.288  1.335
C  -2.476  -30.960  3.008
F  -3.297  -30.409  2.120
F  -2.784  -30.498  4.175
F  -2.713  -32.262  3.039
S  -0.580  -30.653  2.669
O  -0.272  -31.452  1.441
O  -0.519  -29.224  2.480
N  0.200  -31.299  4.106
S  0.689  -30.077  4.850
O  1.767  -29.423  4.089
O  -0.372  -29.169  5.284
C  1.471  -30.889  6.418
F  1.808  -29.927  7.319
F  0.638  -31.711  7.058
F  2.561  -31.576  6.039